# 1
The following is a DFT calculation (the ωB97M-V functional and the def2-TZVPD basis) of C20H16AsF38NaO4 as an isolated structure at a distorted geometry.

XYZ file:
```
80
Properties=species:S:1:pos:R:3:forces:R:3
Na 0.713 -0.070 0.691 -0.67 -0.04 0.04
As -1.300 -2.624 0.103 -1.86 -0.88 -0.94
F 0.245 -3.067 0.919 -0.55 0.55 -0.54
F -2.213 -3.573 1.266 1.02 0.90 -0.86
F -2.865 -2.187 -0.719 2.34 -0.24 0.91
F -0.322 -1.537 -0.979 -0.24 -0.80 0.55
F -1.066 -3.985 -1.000 -0.03 1.34 0.95
F -1.409 -1.153 1.088 0.25 -0.73 -0.18
C -1.711 0.043 -5.752 0.20 -0.51 0.82
C -2.080 1.158 -6.732 -0.15 -1.26 0.13
C -3.560 1.573 -6.640 -1.31 0.49 -0.31
F -3.788 2.565 -7.530 0.53 0.54 0.39
F -4.479 0.636 -7.001 0.90 -1.03 0.01
F -1.303 2.277 -6.586 -0.56 -0.85 -0.11
F -1.852 0.575 -7.935 0.14 0.61 -0.38
O -1.995 0.391 -4.399 0.65 1.24 1.44
C -0.900 0.712 -3.559 -3.30 -1.10 -0.65
C -1.529 1.150 -2.183 -1.20 -0.80 0.42
F -0.633 1.271 -1.149 1.10 0.99 -0.45
F -2.270 2.295 -2.281 1.13 -0.95 -0.11
F -0.234 -0.437 -3.407 1.13 -0.15 0.55
F -0.130 1.596 -4.124 1.31 1.10 -0.19
H -0.693 -0.324 -5.882 0.31 0.64 -0.12
H -2.276 -0.878 -5.895 -0.53 0.40 -0.56
H -3.869 1.818 -5.624 0.50 0.65 0.07
H -2.115 0.329 -1.770 -0.72 -0.02 -0.87
C -0.040 3.109 1.688 -1.95 -1.12 0.02
C -1.217 2.475 2.541 0.44 1.52 -1.45
C -2.430 3.441 2.705 -1.09 -0.93 0.42
F -2.086 4.624 3.212 1.09 0.76 0.10
F -3.098 3.673 1.564 0.29 -0.24 -0.62
F -1.601 1.301 1.994 -0.11 0.20 -0.87
F -0.868 2.155 3.764 1.06 -0.05 1.98
O 1.030 2.151 1.563 0.81 1.67 -0.57
C 2.325 2.628 1.959 -3.94 -0.34 0.67
C 2.930 3.847 1.215 1.63 1.71 -0.50
F 3.113 3.590 -0.117 -0.68 -0.57 0.74
F 2.269 5.024 1.318 -1.37 -0.62 0.05
F 2.196 2.760 3.281 0.63 1.67 0.62
F 3.040 1.571 1.813 2.52 -1.91 -1.25
H 0.221 4.105 2.045 0.28 -0.34 0.18
H -0.500 3.184 0.703 0.16 0.33 -0.14
H -3.119 3.013 3.434 -0.07 -0.49 -0.10
H 3.895 4.191 1.589 0.42 -1.25 0.47
C -0.871 -2.262 4.961 -1.46 0.94 1.19
C 0.610 -1.990 4.685 -1.82 -1.06 -0.29
C 0.953 -0.547 4.337 -0.84 0.69 1.60
F 2.223 -0.214 4.560 1.23 -0.46 -0.23
F 0.661 -0.348 3.065 -0.07 0.17 -2.31
F 1.265 -2.347 5.768 0.98 0.02 1.83
F 0.975 -2.900 3.763 0.81 0.22 -1.48
O -1.749 -1.554 4.098 -1.56 0.34 -0.94
C -3.171 -1.857 4.177 2.84 -0.19 -0.57
C -3.894 -1.145 3.005 0.97 -0.37 -0.89
F -5.183 -1.495 2.944 -0.46 0.26 0.78
F -3.738 0.193 3.132 -0.48 0.07 0.41
F -3.283 -3.178 4.033 -0.51 -0.50 -0.13
F -3.637 -1.549 5.374 -0.37 0.45 0.50
H -1.077 -1.871 5.957 0.25 -0.09 0.36
H -1.098 -3.328 4.993 0.45 -0.08 -0.32
H 0.385 0.190 4.905 -0.48 -0.39 0.26
H -3.482 -1.436 2.039 0.42 -0.10 0.29
C 3.525 -1.291 -1.628 0.78 -0.26 1.69
C 3.270 0.167 -2.152 1.00 -1.58 -0.88
C 3.489 0.100 -3.734 -0.41 2.43 -1.32
F 4.763 -0.196 -4.016 0.43 -1.02 0.70
F 2.681 -0.655 -4.528 0.26 -0.24 1.68
F 2.112 0.621 -1.744 -1.90 -0.28 -0.34
F 4.126 1.062 -1.653 1.08 -0.45 -0.18
O 2.978 -1.446 -0.300 -0.01 -0.60 -0.59
C 3.533 -2.377 0.580 -1.73 2.63 0.46
C 3.254 -3.853 0.031 -3.59 -3.20 -0.46
F 3.685 -4.191 -1.152 2.17 0.67 -0.75
F 3.411 -4.830 0.891 1.92 0.45 0.93
F 4.809 -2.195 0.717 0.97 -0.35 0.35
F 2.835 -2.181 1.708 1.16 -0.87 -0.80
H 4.571 -1.580 -1.518 0.25 0.57 -0.60
H 3.067 -2.057 -2.254 -0.62 0.17 -0.43
H 3.392 1.124 -4.096 -0.52 0.32 0.27
H 2.185 -3.982 -0.140 -1.62 1.60 0.42
```
Positions in Å, forces in eV/Å.

Results
Spin multiplicity: 2
E, eV: -197701.0521
Frontier orbital gap (spin up / spin down), eV: 10.6823 / 2.1058
Molecular weight, g/mol: 1140.2
Charge: +1



# 2
The following is a DFT calculation (the ωB97M-V functional and the def2-TZVPD basis) of C21H48O20SSi2 as an isolated structure at a distorted geometry.

XYZ file:
```
92
Properties=species:S:1:pos:R:3:forces:R:3
O -4.569 0.213 1.678 3.20 -0.41 -0.27
S -3.158 -0.095 1.341 -4.10 -0.94 -1.51
O -3.040 -1.149 0.314 1.06 1.92 1.89
O -2.454 -0.579 2.745 -0.47 0.90 -1.29
C -2.419 1.492 0.782 1.46 -0.25 0.65
C -0.847 1.427 0.737 -1.20 -0.06 -0.47
C -0.425 0.845 -0.655 0.58 -0.17 0.66
Si 1.039 -0.398 -0.531 0.02 0.12 -0.04
C 0.707 -2.031 -1.428 -0.73 0.29 0.27
C -0.320 -2.986 -0.747 0.49 -0.97 -0.11
C -0.121 -3.168 0.770 -0.18 0.16 -0.27
O -0.781 -4.369 1.175 0.13 0.27 -0.56
O 1.574 -0.570 1.093 0.73 1.09 -1.40
Si 3.040 0.233 1.481 -0.98 -1.03 0.70
H -1.490 -0.508 2.692 0.21 -0.12 -0.09
H -2.751 1.680 -0.250 -0.38 -0.39 0.52
H -2.782 2.296 1.440 -0.08 -0.59 -0.01
H -0.453 0.844 1.588 -0.06 0.22 -0.32
H -0.500 2.462 0.892 0.07 -0.49 -0.21
H -1.259 0.308 -1.144 0.22 0.25 0.34
H -0.146 1.691 -1.310 -0.05 -0.51 0.15
H 2.152 0.255 -1.262 0.09 -0.09 -0.02
H 0.270 -1.755 -2.413 0.35 0.02 0.38
H 1.672 -2.520 -1.662 -0.44 0.08 0.33
H -0.176 -3.989 -1.197 -0.11 0.38 0.24
H -1.371 -2.732 -0.966 0.48 0.23 0.20
H -0.576 -2.312 1.311 0.35 -0.21 -0.22
H 0.956 -3.229 1.023 -0.38 0.15 -0.14
H -0.838 -4.344 2.125 -0.10 -0.14 0.46
H 4.014 -0.815 1.860 0.06 0.07 -0.19
H 3.519 1.066 0.374 0.05 0.09 -0.02
H 2.798 1.028 2.707 -0.05 0.11 -0.15
C -5.145 0.503 4.445 -0.30 -0.44 0.20
O -4.526 1.699 4.933 0.13 0.05 0.06
C -5.382 2.647 5.309 0.33 -0.14 -0.07
O -6.577 2.577 5.272 -0.30 0.04 0.02
O -4.671 3.694 5.738 0.10 0.09 0.04
C -5.467 4.794 6.176 -0.07 0.32 0.13
H -4.351 -0.182 4.174 0.11 0.18 0.06
H -5.757 0.040 5.221 -0.05 0.19 0.02
H -5.738 0.711 3.563 -0.08 0.04 0.10
H -6.093 4.504 7.020 -0.08 -0.04 -0.12
H -6.080 5.175 5.360 -0.08 -0.11 0.06
H -4.786 5.578 6.498 0.14 -0.15 -0.06
C 2.787 -0.819 6.508 0.32 -0.17 0.02
O 1.835 0.149 6.070 0.07 0.03 -0.07
C 0.627 0.010 6.621 0.04 0.28 -0.22
O 0.308 -0.830 7.414 -0.06 -0.23 0.20
O -0.160 0.967 6.131 0.00 0.03 -0.07
C -1.498 0.939 6.634 -0.41 0.16 0.04
H 3.722 -0.605 5.996 -0.13 0.16 -0.09
H 2.949 -0.741 7.582 -0.12 -0.09 -0.01
H 2.464 -1.825 6.243 -0.06 0.03 0.13
H -1.508 1.086 7.714 0.06 -0.17 -0.02
H -1.988 0.002 6.371 0.07 -0.03 0.12
H -2.040 1.757 6.166 0.18 0.00 -0.11
C -1.801 -2.315 -5.381 -0.24 0.27 0.02
O -0.803 -3.242 -4.957 0.02 0.07 0.11
C -0.407 -4.089 -5.908 0.12 -0.02 0.33
O -0.813 -4.122 -7.035 -0.11 0.00 -0.30
O 0.519 -4.891 -5.383 0.05 -0.01 0.06
C 1.035 -5.857 -6.298 0.21 -0.29 -0.13
H -2.040 -1.685 -4.527 0.14 -0.14 0.09
H -1.426 -1.686 -6.188 -0.05 -0.13 -0.07
H -2.705 -2.839 -5.693 0.08 0.00 -0.12
H 1.521 -5.368 -7.141 -0.15 0.00 -0.04
H 0.243 -6.520 -6.645 -0.01 0.12 -0.09
H 1.774 -6.447 -5.761 -0.07 0.14 0.16
C 1.192 4.939 -4.898 0.34 0.13 0.10
O 0.060 4.694 -5.732 0.03 0.02 -0.03
C -0.916 4.013 -5.136 0.00 0.14 -0.39
O -0.908 3.612 -4.005 0.00 -0.14 0.34
O -1.903 3.854 -6.016 -0.03 -0.01 -0.04
C -3.025 3.133 -5.507 -0.34 -0.15 0.00
H 1.914 5.497 -5.489 -0.16 -0.03 -0.15
H 0.910 5.538 -4.032 -0.03 -0.14 0.04
H 1.647 4.001 -4.582 -0.11 0.02 0.09
H -3.472 3.661 -4.666 0.11 -0.08 0.06
H -2.735 2.125 -5.215 0.03 0.08 0.11
H -3.757 3.069 -6.309 0.16 0.11 -0.10
C 5.036 -1.436 -3.433 -0.25 -0.13 -0.25
O 5.482 -0.828 -2.221 -0.11 0.02 0.05
C 6.808 -0.765 -2.099 -0.25 0.11 0.23
O 7.609 -1.163 -2.896 0.21 -0.10 -0.21
O 7.086 -0.180 -0.933 -0.03 0.04 0.08
C 8.482 -0.047 -0.670 0.31 0.09 0.18
H 3.948 -1.429 -3.415 0.05 0.10 0.19
H 5.377 -0.867 -4.297 0.12 -0.09 0.03
H 5.379 -2.468 -3.495 0.11 0.08 -0.05
H 8.958 0.576 -1.426 0.00 -0.14 -0.06
H 8.960 -1.025 -0.624 0.00 0.04 -0.14
H 8.583 0.438 0.298 -0.22 -0.01 -0.02
```
Positions in Å, forces in eV/Å.

Results
Spin multiplicity: 1
E, eV: -90096.8410
Frontier orbital gap, eV: 10.4005
Molecular weight, g/mol: 708.8
Charge: 0



# 3
The following is a DFT calculation (the ωB97M-V functional and the def2-TZVPD basis) of one molecule with the formula C11H15ClSi at a distorted geometry.

XYZ file:
```
28
Properties=species:S:1:pos:R:3:forces:R:3
C -3.991 0.683 -0.099 0.05 0.02 -0.06
C -2.858 1.410 -0.445 -0.18 0.15 -0.08
C -3.849 -0.620 0.355 -0.11 -0.01 -0.04
C -1.605 0.858 -0.319 0.16 -0.27 0.07
C -2.599 -1.189 0.468 0.02 0.00 -0.04
C -1.436 -0.460 0.154 -0.68 0.20 0.30
C 2.095 0.567 -1.254 -1.01 -0.42 0.24
C -0.145 -0.990 0.405 1.17 0.58 -0.71
C 2.808 -1.160 1.172 -0.41 0.39 -0.35
C 1.272 1.518 1.545 0.06 -0.49 -0.43
C 2.428 -0.397 -2.335 0.32 0.08 0.06
Si 1.496 -0.002 0.420 0.45 0.09 0.84
Cl 0.013 -2.698 0.329 0.07 -0.43 0.16
H -4.972 1.119 -0.207 -0.08 0.06 0.02
H -2.964 2.414 -0.830 0.01 0.07 -0.02
H -4.724 -1.195 0.620 -0.05 -0.06 0.02
H -0.734 1.417 -0.623 0.11 0.15 -0.03
H -2.503 -2.200 0.828 0.01 -0.11 0.06
H 1.782 1.536 -1.625 0.11 0.30 0.08
H 3.797 -0.719 1.094 0.14 0.18 -0.04
H 2.614 -1.347 2.222 -0.14 -0.04 0.22
H 2.840 -2.120 0.669 -0.02 -0.18 -0.12
H 2.160 2.143 1.518 0.20 0.06 -0.06
H 0.428 2.132 1.250 -0.17 0.12 -0.08
H 1.112 1.221 2.576 -0.06 -0.15 0.21
H 1.553 -0.615 -2.956 -0.07 -0.03 -0.03
H 3.182 0.030 -3.000 0.06 -0.11 -0.11
H 2.798 -1.336 -1.931 0.07 -0.15 -0.09
```
Positions in Å, forces in eV/Å.

Results
Spin multiplicity: 1
E, eV: -32048.7292
Frontier orbital gap (spin up / spin down), eV: 7.1602 / 7.5592
Molecular weight, g/mol: 210.8
Charge: 0



# 4
The following is a DFT calculation (the ωB97M-V functional and the def2-TZVPD basis) of C4H10AgClFNO5 as an isolated structure at a distorted geometry.

XYZ file:
```
23
Properties=species:S:1:pos:R:3:forces:R:3
Ag -13.790 -14.376 -21.604 -0.21 -0.53 1.13
F -14.384 -13.833 -18.352 0.20 0.24 -0.78
Cl -10.721 -16.487 -20.577 -0.09 0.31 -0.41
N -17.124 -16.186 -21.111 -0.90 2.98 2.00
O -17.181 -15.030 -21.568 -0.48 1.54 -1.37
O -16.183 -16.856 -21.364 3.66 -3.31 -1.74
O -17.923 -16.521 -20.250 -2.02 -1.02 0.77
C -11.783 -11.538 -22.188 0.72 1.41 -0.25
O -12.292 -12.215 -23.287 -0.30 -1.35 -1.68
C -11.341 -12.786 -24.208 0.23 -0.61 0.65
C -12.040 -13.470 -25.397 -0.47 -0.62 -0.29
O -13.022 -14.381 -24.976 -1.49 -0.22 1.08
C -13.876 -14.919 -25.980 0.56 0.19 0.16
H -11.059 -12.081 -21.580 -0.48 -0.50 0.29
H -12.630 -11.088 -21.671 0.06 -0.64 0.46
H -11.235 -10.664 -22.540 0.40 0.37 -0.21
H -10.667 -13.461 -23.681 -0.43 -0.68 0.31
H -10.594 -12.076 -24.563 -0.39 0.79 -0.41
H -11.464 -14.142 -26.034 1.54 0.66 0.06
H -12.449 -12.728 -26.082 -0.40 0.40 0.06
H -13.404 -15.709 -26.564 0.57 -0.02 -0.16
H -14.180 -14.131 -26.669 -0.29 0.10 -0.05
H -14.735 -15.420 -25.532 0.02 0.48 0.36
```
Positions in Å, forces in eV/Å.

Results
Spin multiplicity: 1
E, eV: -35270.3028
Frontier orbital gap, eV: 6.0148
Molecular weight, g/mol: 314.4
Charge: -2



# 5
The following is a DFT calculation (the ωB97M-V functional and the def2-TZVPD basis) of an isolated ion of composition C14H15Br2FN3O2 and charge +1 at a distorted geometry.

XYZ file:
```
37
Properties=species:S:1:pos:R:3:forces:R:3
C -1.875 -3.804 -0.289 4.99 5.51 1.18
C -1.076 -2.854 0.181 -3.40 -4.08 -2.96
C -0.102 -1.619 0.614 -1.08 -0.66 -0.42
C -0.113 -0.428 -0.465 -2.10 4.65 -1.26
C -0.965 0.901 -0.366 1.91 -4.58 1.49
O -1.763 1.073 0.805 1.97 0.71 -2.97
C -1.285 2.181 1.632 1.09 2.51 1.14
C 0.290 2.152 1.979 -0.01 0.15 1.11
C 0.767 0.903 2.891 1.16 0.24 -0.02
C 1.903 1.338 4.001 0.46 -1.03 -0.46
N -0.757 1.744 -1.557 3.06 -6.17 1.20
O -1.356 2.926 -1.813 -3.21 0.42 -0.05
C -2.787 2.841 -1.603 -3.51 0.46 2.07
N -3.950 2.897 -1.221 7.16 -0.40 -2.56
C 0.222 1.001 -2.353 0.62 -0.58 -0.98
F 0.755 1.453 -3.606 -2.07 -1.49 4.61
N 0.634 -0.287 -1.756 -2.70 3.02 0.60
C 1.614 -1.261 -2.295 0.88 -2.44 -1.74
Br 3.557 -0.837 -2.006 -2.27 0.14 0.05
C 1.305 -2.478 -2.994 -0.75 2.60 1.32
C -0.247 -2.893 -3.285 1.70 -0.66 -0.37
Br 2.828 -3.659 -3.572 -2.33 1.36 0.67
H -2.343 -4.520 -1.076 0.84 1.50 2.28
H -0.522 -1.205 1.620 0.91 -0.55 -2.03
H 0.992 -1.968 0.755 -1.92 0.39 -0.25
H -1.514 3.203 1.113 0.30 -1.87 0.70
H -1.869 2.233 2.642 0.83 -0.71 -2.09
H 0.993 2.213 1.071 -1.28 -0.01 1.14
H 0.500 3.114 2.609 -0.59 -1.59 -1.25
H 1.320 0.164 2.180 -1.28 1.03 1.33
H -0.091 0.388 3.458 1.17 0.74 -1.12
H 2.419 2.335 3.727 -1.04 -1.55 0.60
H 1.498 1.312 5.081 0.56 0.40 -1.85
H 2.738 0.521 3.962 -1.46 1.53 0.17
H -0.461 -3.791 -2.596 0.15 1.64 -0.94
H -0.327 -3.302 -4.374 0.15 1.04 1.93
H -0.929 -1.984 -3.095 1.07 -1.65 -0.27
```
Positions in Å, forces in eV/Å.

Results
Spin multiplicity: 1
E, eV: -166107.3841
Frontier orbital gap, eV: 8.2634
Molecular weight, g/mol: 436.1
SMILES string: C#CCc1c(OCCCC)n(OC#N)c(F)[n+]1/C(Br)=C(\C)Br
Charge: +1



# 6
The following is a DFT calculation (the ωB97M-V functional and the def2-TZVPD basis) of one molecule with the formula H3OPS2 at a distorted geometry.

XYZ file:
```
7
Properties=species:S:1:pos:R:3:forces:R:3
O 0.221 -1.022 1.172 0.43 1.39 -1.14
P -0.264 -0.075 -0.135 0.37 -1.27 0.59
S 1.189 -0.149 -1.475 -0.66 -0.71 -0.16
S -0.342 1.971 0.230 0.52 -0.70 -0.40
H 1.232 -0.952 1.236 -2.02 -0.09 -0.32
H -1.693 -0.525 -0.412 2.12 0.32 0.62
H 0.744 1.711 -0.677 -0.75 1.07 0.80
```
Positions in Å, forces in eV/Å.

Results
Spin multiplicity: 1
E, eV: -33055.7664
Frontier orbital gap, eV: 9.3482
Molecular weight, g/mol: 114.1
SMILES string: O[P@H](=S)S
Charge: 0



# 7
The following is a DFT calculation (the ωB97M-V functional and the def2-TZVPD basis) of a 2-piece molecular cluster, C5H6O3 overall at a distorted geometry.

XYZ file:
```
14
Properties=species:S:1:pos:R:3:forces:R:3
O 0.199 -0.639 -1.300 0.78 1.53 0.14
C 0.190 0.187 -0.428 -0.70 0.56 -0.37
C -0.964 1.122 -0.140 1.98 -1.61 3.08
C -0.428 1.988 1.000 2.36 -3.30 -1.73
C 0.828 1.538 1.263 -1.47 0.01 -0.31
O 1.220 0.471 0.453 -0.57 -0.52 -0.99
H -1.231 1.568 -0.996 -0.55 2.30 -3.26
H -1.837 0.506 0.006 -0.38 -0.37 0.95
H -1.082 2.646 1.407 -1.02 2.19 1.66
H 1.643 1.688 1.961 -0.55 0.71 0.20
C 0.400 -2.734 -0.817 -1.78 -1.54 0.47
O -0.729 -2.899 -0.439 -0.67 -0.12 0.65
H 0.672 -3.208 -1.716 0.95 -0.41 -1.67
H 1.119 -2.235 -0.253 1.62 0.58 1.19
```
Positions in Å, forces in eV/Å.

Results
Spin multiplicity: 1
E, eV: -11422.2198
Frontier orbital gap, eV: 10.0852
Molecular weight, g/mol: 114.1
SMILES string: O=C1CC=CO1.C=O
Charge: 0



# 8
The following is a DFT calculation (the ωB97M-V functional and the def2-TZVPD basis) of a 2-piece molecular cluster, C9H9N3O2 overall at a distorted geometry.

XYZ file:
```
23
Properties=species:S:1:pos:R:3:forces:R:3
O 3.239 2.306 0.552 -0.59 -0.61 -1.02
C 2.670 1.371 0.026 1.39 -2.04 1.44
C 1.346 1.269 -0.516 -2.54 -3.66 -0.88
C 0.704 -0.041 -0.602 5.32 1.91 0.19
N 1.492 -1.208 -0.401 0.21 3.21 0.30
C 2.853 -1.258 -0.082 -1.73 3.19 -0.67
O 3.491 -2.251 0.039 0.52 -1.34 0.28
N 3.330 0.032 0.059 3.37 0.48 3.25
H 0.871 2.161 -0.896 -0.36 -0.06 0.44
H -0.291 -0.273 -0.862 -0.75 0.26 -0.45
H 1.172 -2.097 -0.532 -1.83 -2.58 -0.51
H 4.208 -0.084 0.783 -2.57 1.14 -2.72
C -2.705 1.257 -0.056 0.33 2.70 0.67
C -4.032 0.932 -0.346 -3.29 2.44 -1.70
C -4.609 -0.237 -0.105 -1.26 -2.91 -0.59
N -3.868 -1.291 0.288 -2.21 -0.48 -0.89
C -2.657 -1.055 0.517 4.67 0.90 2.26
C -1.970 0.320 0.591 -0.38 -3.27 0.88
H -2.388 2.345 -0.194 -0.26 -1.69 0.27
H -4.901 1.558 -0.756 2.28 0.33 0.31
H -5.641 -0.560 -0.438 1.06 1.09 0.74
H -2.125 -2.007 0.746 0.39 1.10 0.16
H -1.011 0.440 1.234 -1.78 -0.11 -1.76
```
Positions in Å, forces in eV/Å.

Results
Spin multiplicity: 1
E, eV: -18042.1255
Frontier orbital gap, eV: 9.2712
Molecular weight, g/mol: 191.2
SMILES string: O=c1cc[nH]c(=O)[nH]1.c1ccncc1
Charge: 0